# 1
A molecular structure, C23H41LaN2OP3, computed with the ωB97M-V functional and the def2-TZVPD basis.

```
! RIJCOSX wB97M-V def2-TZVPD def2/J DEFGRID3
* xyz 3 1
La -0.88497 0.48907 0.85438
P 1.85423 -1.13408 2.30672
P 1.51562 2.17936 0.29993
P -1.04498 -2.43273 0.12895
H -0.88318 1.99742 -8.62323
C -1.83050 1.45348 -8.50727
C -2.96776 2.09332 -8.17955
H -2.98604 3.18074 -8.02984
C 3.18792 -1.95956 1.43599
C 2.56036 0.12663 3.35089
C 1.08663 -2.30731 3.41109
C 0.78270 3.26634 -0.98879
C 1.93592 3.39764 1.61190
C 3.16299 1.84789 -0.42776
C -2.31423 -2.37229 -1.20061
C -1.85109 -3.53798 1.35872
C 0.18273 -3.57006 -0.63057
H -1.82149 0.37436 -8.71334
H -3.92210 1.55638 -8.10148
H 3.88316 -2.31952 2.20705
H 3.68799 -1.24782 0.76434
H 2.78442 -2.79445 0.84614
H 3.23687 -0.40946 4.03406
H 1.81924 0.67952 3.93940
H 3.17399 0.83070 2.79041
H 1.73893 -3.19171 3.43657
H 0.07905 -2.63824 3.13526
H 1.04840 -1.89010 4.42979
H 1.29511 4.23615 -0.99047
H -0.28804 3.43720 -0.79903
H 0.89720 2.80920 -1.98111
H 2.93570 3.81597 1.43697
H 1.91906 2.90590 2.59354
H 1.20756 4.21778 1.59909
H 3.64515 2.78895 -0.72983
H 3.05075 1.20718 -1.31709
H 3.80996 1.34682 0.30827
H -2.87847 -3.31412 -1.20262
H -1.83534 -2.24936 -2.18327
H -3.02418 -1.54619 -1.03245
H -2.58134 -4.18191 0.85062
H -2.37460 -2.93254 2.11342
H -1.09953 -4.17416 1.84463
H -0.32080 -4.38985 -1.16457
H 0.83125 -4.00681 0.14367
H 0.79849 -3.01073 -1.35314
C -1.28975 0.70082 -2.55948
C -0.06863 0.24344 -3.12184
C 0.02197 0.06496 -4.49523
C -1.06630 0.33561 -5.31769
C -2.26146 0.79728 -4.76799
C -2.38300 0.98495 -3.39749
O -1.39760 0.82267 -1.23221
H 1.19692 -0.65685 1.11624
H 0.77263 0.01522 -2.46795
H 0.95845 -0.28795 -4.92231
H -0.98749 0.21075 -6.39370
H -3.10549 1.00905 -5.41775
H -3.31627 1.32460 -2.95179
N 0.49387 -0.28769 8.12257
C -0.03706 0.01332 7.12314
C -0.60579 0.33840 5.84112
C -1.45551 -0.57466 5.21024
C -1.82813 -0.31595 3.90105
N -1.41253 0.81095 3.25018
C -0.72497 1.77000 3.93584
C -0.30355 1.56254 5.23547
H -1.68252 -1.53743 5.67243
H -2.50951 -0.98688 3.38177
H -0.55203 2.73017 3.43517
H 0.34104 2.28569 5.74439
*
```

LUMO energy: -10.09 eV
E: -58243.724 eV
energy relative to the best compared isomer or geometry (same formula, charge and spin): 0.0 kcal/mol
HOMO: -0.53687 hartree

# 2
A molecular structure, C23H41N8O3S2SiTl, computed with the ωB97M-V functional and the def2-TZVPD basis.

```
! RIJCOSX wB97M-V def2-TZVPD def2/J DEFGRID3
* xyz 0 1
Tl -0.13487 -0.90283 0.94766
N -2.59665 -4.84143 0.61863
C -1.55183 -4.01165 0.84594
S -0.78095 -3.30431 -0.53827
N -1.20709 -3.88181 2.10771
N -0.25524 -2.93393 2.29424
C 0.39008 -2.95785 3.38973
C 1.41675 -1.93497 3.62426
C 2.11615 -1.87210 4.81999
C 3.05862 -0.87249 4.98714
C 3.28091 0.02484 3.95504
C 2.54666 -0.11636 2.78880
N 1.64287 -1.07637 2.62966
H -2.96547 -4.91467 -0.31042
H -3.15412 -5.12188 1.40769
H 0.19739 -3.72234 4.13661
H 1.90702 -2.58814 5.60333
H 3.60951 -0.79101 5.91506
H 4.00359 0.82334 4.04487
H 2.68894 0.55307 1.94849
O -2.53986 0.26307 4.31829
N -1.83961 -0.15377 3.41264
O -2.32200 -0.84246 2.46935
O -0.60144 0.09853 3.36294
C 4.59067 1.63643 -2.94662
C 5.18524 0.98693 -1.69595
C 4.30755 -0.11074 -1.17943
N 3.31952 0.08426 -0.38105
N 2.60139 -1.05690 -0.09906
C 3.08377 -2.10738 -0.69942
N 2.57980 -3.36137 -0.55975
S 4.46796 -1.76360 -1.67735
H 5.25271 2.41350 -3.32868
H 3.62508 2.08814 -2.71676
H 4.43753 0.90105 -3.73810
H 5.28841 1.72308 -0.89850
H 6.18036 0.59295 -1.90915
H 1.59612 -3.42840 -0.29449
H 2.86239 -4.04811 -1.23767
C -0.94921 1.54769 -3.38385
C -0.83444 0.30888 -2.46922
C 0.61427 -0.18310 -2.51827
C -1.68057 -0.80377 -3.10957
Si -1.38469 0.80729 -0.68886
C -3.27720 0.65034 -0.46832
C -3.94652 1.27895 -1.71084
C -3.84999 1.39941 0.74698
C -3.71393 -0.81993 -0.36516
C -0.65683 2.47969 -0.11301
C -1.46293 3.63165 -0.75497
C -0.72238 2.65509 1.40917
C 0.81527 2.64106 -0.50948
H -0.70371 1.24091 -4.40672
H -0.25403 2.33931 -3.10889
H -1.95292 1.97283 -3.40578
H 0.90472 -0.29991 -3.56932
H 0.70460 -1.16001 -2.04188
H 1.32695 0.48931 -2.04507
H -1.25076 -1.02213 -4.09419
H -2.72048 -0.52666 -3.27169
H -1.66292 -1.72344 -2.52971
H -3.68906 2.33244 -1.83661
H -5.03039 1.22686 -1.56458
H -3.72124 0.76481 -2.64234
H -3.65926 2.47146 0.71241
H -3.49487 0.99932 1.69143
H -4.93753 1.26768 0.72999
H -3.39238 -1.42321 -1.21332
H -4.80922 -0.84446 -0.32914
H -3.34582 -1.28787 0.54589
H -2.50403 3.64034 -0.43525
H -1.44662 3.61319 -1.84392
H -1.02053 4.58287 -0.43888
H -1.72615 2.56203 1.82031
H -0.36025 3.66093 1.65006
H -0.08992 1.94411 1.93871
H 0.96627 2.69638 -1.58804
H 1.44657 1.83715 -0.12375
H 1.18424 3.58013 -0.08172
*
```

LUMO energy: -0.16 eV
E: -76818.818 eV
energy relative to the best compared isomer or geometry (same formula, charge and spin): 8.0 kcal/mol
HOMO: -0.28892 hartree

# 3
A molecular structure, C23H41NO4Si2, computed with the ωB97M-V functional and the def2-TZVPD basis.

```
! RIJCOSX wB97M-V def2-TZVPD def2/J DEFGRID3
* xyz 0 1
C -1.82026 -2.67192 0.76873
O -0.66201 -3.21221 1.35673
C 0.51216 -2.51620 0.98437
C 0.59130 -1.10121 1.57058
C 1.99641 -0.69354 2.05087
C 2.40604 0.69690 1.55580
Si 1.45963 2.11516 2.28929
O 2.40690 3.45318 2.08228
O 0.01242 2.36903 1.53078
Si -1.44484 1.96523 2.24320
C -2.40400 3.47844 2.82103
N -3.32937 3.13857 3.93033
C -2.43610 1.01753 0.97790
C -2.64693 1.81547 -0.32462
C -2.12877 1.09802 -1.57402
C -3.03280 0.01234 -2.11594
O -3.12970 -1.09754 -1.23532
C -4.34426 -1.21404 -0.53172
H -1.71529 -2.58474 -0.31634
H -2.06770 -1.68959 1.18172
H -2.64517 -3.34437 0.98925
H 0.55891 -2.47970 -0.10852
H 1.33628 -3.12205 1.35382
H -0.11099 -1.07702 2.40397
H 0.24781 -0.38887 0.82029
H 2.03949 -0.73874 3.13781
H 2.71854 -1.41886 1.67276
H 2.30140 0.75410 0.47092
H 3.45730 0.89183 1.78178
H 1.21556 1.93973 3.74196
H 1.95293 4.24726 2.35843
H -1.24703 1.08826 3.42294
H -1.74525 4.28070 3.14791
H -2.99672 3.88852 2.00284
H -2.80783 3.05189 4.79082
H -3.78035 2.24887 3.76301
H -1.90111 0.09399 0.76595
H -3.39626 0.75381 1.42538
H -2.14675 2.78491 -0.28110
H -3.70791 2.02847 -0.46400
H -1.97771 1.82106 -2.37836
H -1.16143 0.64155 -1.35537
H -2.61592 -0.37783 -3.04640
H -4.02637 0.40289 -2.35431
H -5.08837 -1.74499 -1.12834
H -4.74219 -0.23926 -0.24402
H -4.15258 -1.78384 0.37452
C 5.60868 -0.66540 3.49751
C 6.12384 -1.19995 4.66958
C 6.98618 -2.28577 4.61500
C 7.33289 -2.83579 3.38899
C 6.81696 -2.30087 2.21708
C 5.95383 -1.21573 2.27142
H 4.93555 0.18180 3.53954
H 5.85346 -0.77027 5.62534
H 7.38727 -2.70470 5.52870
H 8.00586 -3.68227 3.34687
H 7.08845 -2.72933 1.26107
H 5.54991 -0.79832 1.35744
C -2.78290 1.15497 -7.46628
C -2.28499 0.88152 -6.20031
C -1.29123 -0.07245 -6.03625
C -0.79129 -0.75081 -7.13853
C -1.28785 -0.47635 -8.40480
C -2.28430 0.47551 -8.56860
H -3.55893 1.89840 -7.59409
H -2.67183 1.41324 -5.34001
H -0.90492 -0.28775 -5.04793
H -0.01504 -1.49384 -7.01035
H -0.89793 -1.00488 -9.26488
H -2.67281 0.68780 -9.55611
*
```

LUMO energy: 0.61 eV
E: -49954.101 eV
energy relative to the best compared isomer or geometry (same formula, charge and spin): 0.0 kcal/mol
HOMO: -0.32856 hartree